Density functional theory data (wB97M-V/def2-TZVPD) for an isolated molecule of C3H3N3O4.

The geometry in ORCA input format:
```
! wB97M-V def2-TZVPD RIJCOSX def2/J DEFGRID3
* xyz 0 1
C 1.149 -1.051 0.836
C -1.285 -0.317 0.496
C 0.113 0.018 -0.008
N 1.802 -1.698 1.501
N 0.271 -0.187 -1.489
N 0.641 1.385 0.249
O -0.636 0.151 -2.172
O 1.794 1.572 -0.038
O 1.323 -0.637 -1.834
O -0.218 2.153 0.556
H -1.358 -1.539 0.625
H -1.982 0.134 -0.151
H -1.614 0.015 1.430
*
```

## Properties
Orbital gap, Ha: 0.4005
Relative energy (zero: lowest compared OMol25 entry of this formula, charge and spin), kcal/mol: 135.8
DFT total energy, Ha: -581.070863
HOMO, hartree: -0.453